Entry 1:
The following is a DFT calculation (ωB97M-V/def2-TZVPD) of 2 unconnected molecules or ions with the total composition C11H15N in a non-equilibrium geometry.

As for the charge: 0. As for the calculated total energy: -482.8841 a.u. For the gap between HOMO and LUMO, the calculation gives 0.32235 hartree. For the LUMO energy, the calculation gives 0.0329 hartree.

Each line ends with the Löwdin charge.
Atoms and positions in Å:
C1 0.5100 1.6127 2.4150  -0.0518
C2 -0.4942 1.0632 1.4242  -0.2511
C3 -1.6509 0.3620 1.5881  -0.0631
C4 -0.2652 1.3469 0.0076  -0.1434
C5 -1.3646 0.7545 -0.6420  -0.2191
C6 0.8443 1.7762 -0.7349  -0.0516
C7 -1.3913 0.6339 -2.0462  -0.0330
C8 0.8153 1.7200 -2.0860  -0.0951
C9 -0.3708 1.2274 -2.7297  -0.0983
N1 -2.1662 0.1652 0.3205  0.0665
H1 0.2903 2.6779 2.4591  0.0812
H2 1.5781 1.4421 2.2557  0.0735
H3 -1.8612 -0.0557 2.5580  0.1219
H4 -2.9514 -0.4216 0.0958  0.1476
H5 1.7767 2.0420 -0.2444  0.1103
H6 -2.2583 0.2314 -2.5567  0.1052
H7 1.5717 2.1226 -2.7417  0.0954
H8 -0.4737 1.4994 -3.7753  0.0979
H9 0.3702 1.1074 3.3691  0.0675
C10 1.3475 -3.3107 0.1008  -0.1604
C11 0.4843 -2.0199 0.1574  -0.1559
H10 2.4107 -3.0758 0.1367  0.0583
H11 1.1547 -3.9308 0.9771  0.0561
H12 1.1045 -3.8505 -0.8127  0.0576
H13 0.7441 -1.4770 1.0640  0.0600
H14 -0.5640 -2.2882 0.0797  0.0632
H15 0.8096 -1.3546 -0.6392  0.0608


Entry 2:
The following is a DFT calculation (ωB97M-V/def2-TZVPD) of 2 unconnected molecules or ions with the total composition C11H15N in a non-equilibrium geometry.

As for the expectation value of S²: 0.775. As for the charge: +1. As for the calculated total energy: -482.5520 a.u. For the gap between HOMO and LUMO (alpha / beta), the calculation gives 0.34525 / 0.22426 hartree. The spin multiplicity is 2. For the LUMO energy (alpha / beta), the calculation gives -0.1455 / -0.2700 hartree.

Each line ends with the Löwdin charge.
Atoms and positions in Å:
C1 3.3268 -0.7817 -2.2798  -0.1698
C2 3.5996 -2.1527 -2.9473  -0.1330
H1 3.0139 -0.8714 -1.2390  0.0201
H2 4.2272 -0.0926 -2.3092  0.0919
H3 2.6055 -0.1841 -2.7391  0.0282
H4 4.4745 -2.5743 -2.5067  0.0576
H5 3.7483 -1.9336 -3.9833  0.0535
H6 2.6324 -2.7020 -2.9253  0.0745
C3 1.6092 -1.1179 1.3404  0.0071
C4 -0.5571 0.1401 0.4244  -0.0464
C5 0.3542 -0.2581 1.5410  -0.0990
C6 -1.6247 0.9840 1.0475  -0.1887
C7 -0.1092 0.3553 2.6785  0.0531
C8 -0.6759 -0.1848 -0.9151  0.0467
C9 -1.8380 0.2137 -1.5148  -0.0452
C10 -2.7597 1.0690 -0.9806  0.0195
C11 -2.6470 1.5337 0.4118  0.0584
N1 -1.1684 1.2620 2.3719  0.1314
H7 0.0561 -0.7362 -1.3093  0.0870
H8 -2.1887 0.0680 -2.5732  0.1484
H9 -3.5776 1.4026 -1.3988  0.0662
H10 2.0983 -0.9114 0.4817  -0.0003
H11 1.3073 -2.2432 1.4687  0.1513
H12 0.4916 0.4040 3.6342  0.1713
H13 -1.8387 1.5252 3.1093  0.1778
H14 -3.4050 2.2134 0.8453  0.1451
H15 2.4638 -1.0018 2.0043  0.0932


Entry 3:
The following is a DFT calculation (ωB97M-V/def2-TZVPD) of 2 unconnected molecules or ions with the total composition C11H15N in a non-equilibrium geometry.

As for the expectation value of S²: 0.773. As for the charge: +1. As for the calculated total energy: -482.6095 a.u. For the gap between HOMO and LUMO (alpha / beta), the calculation gives 0.34140 / 0.24257 hartree. The spin multiplicity is 2. For the LUMO energy (alpha / beta), the calculation gives -0.1332 / -0.2523 hartree.

Each line ends with the Löwdin charge.
Atoms and positions in Å:
C1 1.4738 0.3657 -2.1064  0.0190
C2 1.0556 0.4718 0.5356  -0.1361
C3 0.7403 0.6944 -0.8382  -0.1080
C4 0.0640 1.0615 1.3377  -0.1646
C5 -0.3972 1.5565 -0.7634  0.0103
C6 2.0129 -0.3881 1.0603  0.0368
C7 2.1224 -0.5399 2.4378  -0.0277
C8 1.0882 -0.0759 3.2575  -0.0002
C9 0.1363 0.7962 2.7043  0.0326
N1 -0.8203 1.7470 0.4838  0.1560
H1 2.5972 -1.0464 0.4463  0.1287
H2 2.8924 -1.1916 2.8402  0.1217
H3 0.8699 -0.3520 4.2716  0.1218
H4 0.8786 -0.3243 -2.7040  0.0807
H5 2.4474 -0.0722 -1.9125  0.0922
H6 -0.9920 1.9079 -1.5963  0.1528
H7 -1.5131 2.3984 0.8101  0.1844
H8 -0.7237 1.1570 3.2494  0.1231
H9 1.5451 1.3361 -2.6083  0.1089
C10 -2.0822 -1.2578 -0.6172  -0.1416
C11 -1.8585 -1.0418 -2.1441  -0.1313
H10 -3.0222 -1.8011 -0.4466  0.0726
H11 -1.2990 -1.9160 -0.2500  0.0644
H12 -2.1277 -0.3586 -0.0073  0.0388
H13 -2.4303 -1.7584 -2.7325  0.0781
H14 -0.8179 -1.3700 -2.2708  0.0405
H15 -1.8401 0.0015 -2.4370  0.0462


Entry 4:
The following is a DFT calculation (ωB97M-V/def2-TZVPD) of a gas-phase ion, C11H15N2O2 (charge -1) in a non-equilibrium geometry.

As for the charge: -1. As for the calculated total energy: -688.1816 a.u. For the gap between HOMO and LUMO, the calculation gives 0.27219 hartree. For the LUMO energy, the calculation gives 0.1258 hartree.

Each line ends with the Löwdin charge.
Atoms and positions in Å:
C1 0.4285 -1.2554 -3.5919  -0.2011
C2 0.9906 -0.7395 -2.4158  -0.0758
C3 -1.0189 -1.3217 -2.1111  -0.2200
C4 -0.2709 -2.0502 0.7061  -0.5958
C5 0.2817 1.2478 2.3813  -0.2060
C6 1.4452 0.2868 1.9726  -0.1687
C7 -1.0803 0.7615 1.7860  -0.1545
C8 1.3947 0.0022 0.4111  -0.1384
C9 -1.0975 0.5113 0.2697  -0.3120
C10 0.0401 -0.4500 -0.1104  -0.2812
C11 -0.8557 1.8099 -0.4740  -0.0672
N1 -0.8334 -1.6224 -3.3717  0.0319
N2 -0.0128 -0.7260 -1.5082  -0.0272
O1 -1.4752 -2.3214 0.6991  -0.0423
O2 0.7664 -2.6484 1.0508  -0.0431
H1 0.9355 -1.4908 -4.5426  0.0851
H2 1.9653 -0.3319 -2.3444  0.0937
H3 -1.9899 -1.7764 -1.6887  0.1603
H4 0.1406 1.3255 3.4840  0.0972
H5 0.6642 2.2717 2.1091  0.1015
H6 2.4419 0.6718 2.1844  0.0899
H7 1.3063 -0.7268 2.4937  0.1199
H8 -1.3681 -0.1455 2.3716  0.1231
H9 -1.7838 1.5852 2.0579  0.1114
H10 1.6287 1.0061 0.0011  0.1138
H11 2.2070 -0.5768 0.2097  0.0715
H12 -2.1147 0.1756 0.0097  0.1347
H13 -0.3221 2.5055 0.0380  0.0234
H14 -1.9348 2.2034 -0.6067  0.1080
H15 -0.4787 1.8190 -1.4706  0.0677


Entry 5:
The following is a DFT calculation (ωB97M-V/def2-TZVPD) of C11H15N5OS2 in the gas phase in a non-equilibrium geometry.

As for the charge: 0. As for the calculated total energy: -1573.5436 a.u. For the gap between HOMO and LUMO, the calculation gives 0.33893 hartree. For the LUMO energy, the calculation gives 0.0199 hartree.

Each line ends with the Löwdin charge.
Atoms and positions in Å:
C1 1.3402 -5.5524 0.7794  -0.1007
C2 1.8197 -4.8716 -0.4963  -0.2368
C3 2.5831 -3.5783 -0.1996  -0.1634
N1 1.7327 -2.5971 0.4093  -0.1281
C4 0.7790 -1.8130 -0.1541  -0.6153
N2 0.2304 -1.0904 0.8084  0.0029
N3 0.8489 -1.4413 1.9281  -0.0289
N4 1.7287 -2.3224 1.7173  0.0459
S1 0.4085 -1.8134 -1.8388  1.0114
C5 -0.9758 -0.6294 -1.8766  -0.3419
H1 -1.6206 -0.8509 -1.0279  0.0846
H2 -1.4871 -0.8307 -2.8174  0.0860
C6 -0.5002 0.8232 -1.8701  -0.5775
O1 -0.4275 1.4755 -2.8885  0.0555
N5 -0.1891 1.2776 -0.6463  0.0441
H3 -0.2385 0.6476 0.1524  0.0917
C7 0.2099 2.6473 -0.4100  -0.1779
C8 -0.6759 3.3002 0.5975  -0.5167
C9 -0.3250 4.0391 1.6835  -0.1385
C10 -1.4392 4.5047 2.4189  -0.1939
C11 -2.6182 4.1040 1.8840  -0.4213
S2 -2.3990 3.1572 0.4652  1.0324
H4 -3.6122 4.3018 2.2325  0.0574
H5 -1.3588 5.1048 3.3073  0.0992
H6 0.6951 4.2481 1.9521  0.1089
H7 0.1480 3.1574 -1.3788  0.1259
H8 1.2472 2.6858 -0.0567  0.1313
H9 2.9854 -3.1551 -1.1246  0.1199
H10 3.3948 -3.7671 0.5061  0.1299
H11 2.4870 -5.5376 -1.0442  0.1115
H12 0.9701 -4.6420 -1.1428  0.0871
H13 0.7922 -6.4594 0.5392  0.0722
H14 0.6830 -4.8983 1.3479  0.0669
H15 2.1846 -5.8155 1.4121  0.0762


Entry 6:
The following is a DFT calculation (ωB97M-V/def2-TZVPD) of C11H15NO3 in the gas phase in a non-equilibrium geometry.

As for the charge: 0. As for the calculated total energy: -708.4085 a.u. For the gap between HOMO and LUMO, the calculation gives 0.30980 hartree. For the LUMO energy, the calculation gives 0.0167 hartree.

Each line ends with the Löwdin charge.
Atoms and positions in Å:
C1 2.3858 -1.6867 -0.8580  -0.0076
C2 2.3025 -0.3685 -1.0918  0.0403
C3 1.5311 -2.0866 0.2439  -0.2060
C4 1.4147 -3.1887 1.0445  0.1130
C5 -4.2964 -0.6640 0.3411  0.0011
C6 -3.0843 -0.9841 -0.1654  -0.1605
C7 -1.7857 -0.7822 0.3539  -0.0827
C8 0.5638 -0.8750 0.4764  -0.0984
C9 1.2890 0.3053 -0.1868  -0.5008
C10 0.4621 1.4777 -2.2265  -0.0667
C11 1.1178 2.0126 1.6023  -0.0462
N1 -0.7056 -1.2310 -0.2079  -0.2325
O1 -0.6498 -1.6324 -1.3686  0.0028
O2 0.2366 1.0677 -0.8571  -0.1232
O3 1.8430 1.1484 0.6966  -0.0576
H1 3.0025 -2.3591 -1.5026  0.1361
H2 2.8996 0.2733 -1.7583  0.1300
H3 0.6757 -3.0950 1.8346  0.0726
H4 1.9749 -4.0171 0.9211  0.0208
H5 -5.2484 -0.9374 -0.1657  0.0632
H6 -4.3673 -0.2363 1.3689  0.0606
H7 -3.2214 -1.2534 -1.2436  0.1174
H8 -1.7127 -0.3837 1.3708  0.1344
H9 0.3491 -0.5773 1.5313  0.1573
H10 -0.4234 2.1804 -2.4165  0.1191
H11 0.3822 0.6531 -2.9672  0.0926
H12 1.4254 1.8718 -2.3852  0.0566
H13 0.2549 1.5612 2.0612  0.0682
H14 0.6639 2.8995 1.1800  0.0745
H15 1.7773 2.5026 2.4178  0.1217


Q: Which of these has the lowest charge?
A: C11H15N2O2


Q: Number 2 is which compound?
A: C11H15N